(1)
C29H53IO7P | wB97M-V/def2-TZVPD

The geometry in XYZ format:
```
91
Properties=species:S:1:pos:R:3:forces:R:3:mulliken_charge:R:1
C -0.135 1.788 3.217 0.65 0.20 -0.04 0.043
C 0.250 0.737 2.778 -1.05 -0.19 -0.81 -0.978
C 0.385 -0.430 1.884 0.68 0.18 0.68 0.575
C 0.811 0.028 0.461 0.48 -0.61 0.42 -0.648
C 0.111 -0.711 -0.693 -0.66 0.79 -0.06 -1.148
P -1.735 -0.547 -0.653 1.12 -0.44 0.51 0.436
C -2.380 -0.611 -2.374 -0.84 -0.22 0.71 -0.599
C -3.916 -0.816 -2.251 0.08 0.84 -0.11 -0.095
O -4.446 -1.878 -2.365 0.23 -0.65 -0.12 -0.482
C -2.106 1.051 0.143 -0.56 0.40 -0.67 0.038
C -3.578 1.494 0.094 -0.32 0.78 0.14 -1.043
O -3.690 2.565 1.062 0.16 -0.80 0.53 -0.359
C -4.823 2.464 1.817 -0.54 0.54 0.54 0.118
O -5.920 2.352 1.372 -0.07 -0.41 -0.52 -0.455
C -2.366 -2.048 0.215 -0.68 0.41 0.04 -1.511
C -3.691 -1.911 1.000 0.02 -1.62 -0.19 -0.215
C -4.136 -3.366 1.372 0.13 0.18 -0.02 -0.869
I -3.476 -0.846 2.867 -0.09 0.18 -0.45 0.109
H -0.229 2.804 3.520 -0.23 -0.06 0.32 0.421
H -0.547 -1.003 1.899 -0.01 0.20 0.05 -0.470
H 1.147 -1.084 2.321 -0.06 -0.12 -0.27 0.507
H 1.879 -0.202 0.378 -0.11 0.21 -0.10 0.443
H 0.734 1.115 0.405 -0.22 -0.15 -0.28 0.398
H 0.421 -0.253 -1.640 0.07 -0.27 0.05 0.484
H 0.347 -1.779 -0.701 -0.04 0.12 -0.08 0.442
H -1.977 -1.508 -2.855 0.11 0.17 0.08 0.491
H -2.115 0.304 -2.914 -0.16 -0.05 0.09 0.496
H -4.547 0.060 -1.998 0.41 0.12 -0.18 0.409
H -1.536 1.809 -0.415 0.10 -0.26 0.05 0.642
H -1.768 1.117 1.183 0.08 -0.44 -0.14 -0.109
H -3.882 1.920 -0.867 0.23 -0.33 -0.07 0.123
H -4.297 0.726 0.387 0.20 -0.10 -0.20 0.645
H -4.690 2.515 2.910 0.63 0.29 -0.28 0.444
H -1.620 -2.515 0.864 0.17 0.37 -0.15 0.888
H -2.564 -2.784 -0.581 0.07 0.24 -0.02 0.669
H -4.469 -1.506 0.351 0.10 0.49 0.39 0.348
H -5.215 -3.498 1.272 0.11 0.14 -0.03 0.360
H -3.644 -4.119 0.731 -0.28 0.29 0.30 0.082
H -3.890 -3.560 2.417 0.08 -0.27 -0.21 0.353
C 5.397 2.452 2.294 -0.07 0.21 -0.05 -0.031
C 4.819 2.174 3.676 0.14 -0.15 0.05 -0.700
C 3.662 1.244 3.348 -0.13 0.06 -0.05 -0.166
O 4.040 0.512 2.173 -0.06 0.09 0.00 -0.418
C 5.212 1.114 1.600 0.16 -0.14 0.07 -0.475
H 6.434 2.782 2.309 -0.01 -0.09 -0.04 -0.026
H 4.801 3.220 1.791 0.01 -0.01 -0.01 0.255
H 5.558 1.651 4.289 -0.02 0.02 0.01 0.297
H 4.507 3.069 4.212 -0.03 -0.01 -0.02 0.366
H 2.754 1.806 3.115 0.01 0.05 0.11 0.002
H 3.441 0.546 4.158 -0.02 -0.07 -0.08 0.338
H 6.061 0.449 1.789 0.04 0.05 -0.05 0.276
H 5.082 1.211 0.521 -0.07 -0.06 0.01 0.300
C -2.357 -8.496 0.174 -0.12 -0.15 0.08 -0.569
C -2.789 -8.109 -1.232 0.16 0.12 -0.10 -0.549
C -3.894 -7.102 -0.954 -0.21 -0.06 0.04 -0.384
O -3.559 -6.455 0.284 0.17 -0.12 -0.11 -0.334
C -2.494 -7.178 0.918 0.09 0.15 0.01 -0.425
H -1.352 -8.910 0.228 0.00 0.03 0.00 0.333
H -3.051 -9.232 0.586 0.03 0.01 0.02 0.259
H -1.961 -7.623 -1.755 -0.02 -0.02 -0.02 0.256
H -3.125 -8.950 -1.836 -0.02 0.01 0.02 0.348
H -4.861 -7.598 -0.826 0.00 -0.01 -0.07 0.266
H -3.990 -6.353 -1.741 -0.02 0.06 0.07 0.241
H -1.580 -6.578 0.834 0.05 -0.07 0.05 0.238
H -2.723 -7.313 1.975 -0.06 0.08 -0.01 0.314
C -5.547 3.116 -5.218 0.08 0.19 -0.08 -0.604
C -5.041 2.005 -6.127 -0.12 -0.21 0.07 -0.569
C -3.635 1.781 -5.596 0.19 0.12 -0.10 -0.415
O -3.670 2.089 -4.191 -0.11 -0.13 0.02 -0.315
C -4.913 2.747 -3.888 -0.06 -0.11 0.17 -0.380
H -6.632 3.181 -5.165 0.01 -0.02 0.02 0.345
H -5.163 4.080 -5.560 -0.03 0.00 0.03 0.257
H -5.645 1.105 -5.985 0.01 0.00 -0.04 0.266
H -5.058 2.261 -7.185 0.03 0.01 0.02 0.348
H -2.918 2.455 -6.072 -0.01 -0.04 -0.05 0.294
H -3.292 0.754 -5.736 0.03 0.01 0.08 0.265
H -5.542 2.043 -3.331 -0.08 0.07 0.00 0.252
H -4.720 3.615 -3.257 0.09 -0.04 0.01 0.299
C 10.644 4.543 1.138 0.02 0.00 -0.22 -0.549
C 9.640 5.545 1.690 0.02 0.04 0.22 -0.593
C 8.319 4.840 1.426 -0.10 -0.05 -0.18 -0.327
O 8.580 3.432 1.498 0.15 0.19 -0.02 -0.385
C 9.999 3.218 1.511 0.00 -0.12 0.20 -0.476
H 11.647 4.656 1.546 -0.02 -0.02 0.02 0.338
H 10.704 4.638 0.052 0.03 -0.01 0.02 0.258
H 9.791 5.667 2.766 -0.02 0.02 -0.02 0.276
H 9.698 6.528 1.225 -0.02 -0.02 -0.02 0.342
H 7.942 5.064 0.423 -0.01 0.08 0.02 0.251
H 7.549 5.106 2.153 -0.02 -0.08 0.00 0.287
H 10.285 2.907 2.521 0.08 -0.01 -0.03 0.278
H 10.252 2.417 0.816 -0.10 -0.02 0.01 0.266
```
Forces are in eV/Å.

## Properties
spin multiplicity: 1
net charge: +1
calculated total energy: -2302.13903 hartree

(2)
C29H54BCl22INO2 | wB97M-V/def2-TZVPD

The geometry in XYZ format:
```
110
Properties=species:S:1:pos:R:3:forces:R:3:mulliken_charge:R:1
C -2.265 5.586 0.353 0.18 0.00 -0.03 -0.890
C -1.266 4.577 -0.172 0.25 -0.22 0.67 0.221
O -1.724 3.872 -1.329 -0.20 0.66 -0.09 -0.659
B -1.866 4.538 -2.507 0.00 -0.36 0.00 0.882
O -2.875 4.232 -3.353 0.06 0.01 -0.06 -0.527
C -0.861 5.682 -3.010 -0.62 -0.44 0.55 0.507
C -1.306 7.010 -3.018 1.03 -0.87 -0.60 -1.339
C -0.422 7.978 -3.462 -0.61 -0.80 -0.13 -0.601
N 0.785 7.581 -3.884 0.29 0.81 -0.14 0.169
C 1.248 6.324 -3.877 0.19 -0.02 -0.14 0.352
C 0.433 5.335 -3.414 -0.49 -0.02 0.12 -0.330
I 1.115 3.378 -3.360 0.13 0.01 0.01 0.319
H -2.419 6.436 -0.314 -0.07 -0.04 -0.12 0.060
H -3.214 5.097 0.560 -0.09 0.07 0.00 0.304
H -1.868 5.992 1.284 -0.09 0.00 0.09 0.413
H -1.120 3.826 0.603 0.00 -0.14 -0.08 -0.009
H -0.286 5.044 -0.325 0.00 0.01 -0.35 0.245
H -3.454 3.557 -2.976 -0.03 -0.02 -0.09 0.328
H -2.313 7.195 -2.690 -0.03 0.37 -0.15 0.937
H -0.674 9.021 -3.487 0.29 0.10 -0.32 0.635
H 1.403 8.305 -4.227 0.08 -0.06 -0.03 0.323
H 2.245 6.135 -4.256 -0.04 0.20 0.04 -0.283
Cl 4.366 5.496 -4.956 0.21 0.02 -0.11 -0.282
C 4.531 3.721 -5.189 -0.03 -0.19 0.09 -0.165
C 5.773 3.364 -5.957 0.08 0.00 -0.02 -0.433
Cl 5.677 3.887 -7.657 0.00 0.02 0.00 -0.189
H 3.636 3.368 -5.692 -0.01 0.06 -0.03 0.313
H 4.566 3.280 -4.195 0.05 0.15 -0.05 0.110
H 5.889 2.282 -5.956 -0.08 -0.02 0.00 0.288
H 6.660 3.813 -5.518 -0.01 0.04 -0.02 0.366
Cl 3.754 0.890 -3.610 -0.16 -0.15 0.04 -0.237
C 2.657 -0.386 -4.239 -0.10 -0.14 0.01 -0.426
C 3.303 -1.214 -5.314 0.01 -0.03 -0.10 -0.164
Cl 3.575 -0.267 -6.806 0.03 0.05 0.03 -0.203
H 1.762 0.104 -4.609 0.03 0.08 -0.02 0.329
H 2.384 -1.014 -3.393 0.06 -0.01 0.02 0.318
H 2.646 -2.043 -5.572 -0.05 0.04 -0.01 0.386
H 4.259 -1.614 -4.991 -0.10 0.07 -0.17 -0.043
Cl 0.340 -2.881 -1.275 0.04 0.03 -0.08 -0.257
C -0.233 -1.362 -0.536 -0.02 -0.08 0.14 -0.583
C -1.242 -0.657 -1.402 -0.10 0.05 0.20 -0.344
Cl -0.493 -0.004 -2.883 -0.08 0.02 -0.12 -0.133
H 0.634 -0.739 -0.337 0.02 0.00 -0.05 0.361
H -0.694 -1.624 0.415 -0.02 -0.02 -0.01 0.384
H -1.663 0.190 -0.862 0.07 0.03 0.02 0.210
H -2.051 -1.320 -1.695 0.06 -0.03 -0.10 0.366
Cl -3.530 9.317 1.482 0.03 -0.04 -0.01 -0.163
C -2.266 10.469 0.988 0.00 0.00 0.06 -0.478
C -2.283 10.712 -0.499 -0.02 0.18 0.07 -0.511
Cl -1.778 9.250 -1.410 -0.40 0.82 0.91 -0.191
H -1.307 10.076 1.317 0.00 -0.03 -0.01 0.313
H -2.456 11.405 1.509 -0.04 0.02 -0.03 0.346
H -1.585 11.506 -0.755 0.07 -0.06 -0.01 0.316
H -3.272 10.991 -0.850 -0.03 -0.11 -0.01 0.324
Cl -1.079 3.768 3.726 -0.01 0.00 -0.02 -0.205
C 0.518 2.967 3.759 0.00 0.03 0.08 -0.074
C 0.888 2.413 2.411 0.18 0.01 -0.06 -0.492
Cl -0.136 1.024 1.947 -0.04 0.08 -0.02 -0.169
H 0.497 2.187 4.516 -0.15 0.17 -0.07 -0.078
H 1.246 3.719 4.057 0.00 0.01 -0.02 0.369
H 1.916 2.053 2.428 -0.01 -0.04 0.06 0.434
H 0.800 3.168 1.634 -0.04 -0.02 -0.04 0.205
Cl 2.435 -6.729 0.579 0.01 0.00 0.01 -0.201
C 0.728 -6.889 1.079 -0.04 -0.05 -0.02 -0.369
C 0.151 -5.580 1.544 -0.06 -0.03 -0.01 0.704
Cl 0.863 -5.030 3.090 0.00 0.04 -0.01 -0.233
H 0.675 -7.647 1.857 0.04 0.01 0.02 0.310
H 0.172 -7.244 0.213 -0.01 0.03 -0.01 0.240
H -0.916 -5.692 1.712 0.00 -0.08 0.04 -0.344
H 0.304 -4.796 0.809 0.09 0.04 0.01 -0.117
Cl -3.372 -5.244 0.834 -0.10 0.11 -0.12 -0.167
C -4.541 -5.955 1.980 -0.05 0.02 0.08 -0.347
C -3.846 -6.761 3.045 -0.10 -0.18 0.03 -0.541
Cl -3.072 -8.223 2.372 0.04 0.13 0.08 -0.137
H -5.240 -6.557 1.406 0.06 -0.06 -0.02 0.356
H -5.090 -5.136 2.442 0.05 0.03 0.01 0.256
H -4.574 -7.072 3.794 0.21 -0.12 -0.27 0.262
H -3.069 -6.184 3.542 0.02 0.02 -0.04 0.339
Cl -2.340 -10.266 -2.702 0.02 0.00 0.00 -0.188
C -2.721 -11.348 -1.337 -0.04 -0.08 -0.01 -0.466
C -2.699 -10.622 -0.017 -0.07 -0.05 0.02 -0.468
Cl -1.050 -10.119 0.443 0.04 -0.03 -0.04 -0.160
H -2.009 -12.168 -1.353 0.05 0.04 -0.01 0.326
H -3.717 -11.747 -1.515 -0.02 0.04 0.01 0.313
H -3.061 -11.282 0.770 0.03 -0.03 -0.01 0.347
H -3.324 -9.734 -0.041 0.05 0.05 -0.04 0.312
Cl 5.732 -5.417 -3.253 -0.02 0.02 -0.02 -0.162
C 7.027 -4.304 -3.759 0.04 -0.05 -0.03 -0.481
C 7.085 -3.074 -2.892 0.13 -0.02 0.04 -0.529
Cl 5.658 -2.023 -3.125 0.25 -0.03 0.27 -0.138
H 6.860 -4.047 -4.802 -0.04 0.01 0.00 0.311
H 7.967 -4.847 -3.681 0.00 0.00 0.04 0.341
H 7.961 -2.481 -3.149 -0.03 0.02 -0.06 0.299
H 7.137 -3.330 -1.837 -0.09 -0.02 0.00 0.343
Cl -6.912 -3.301 7.483 -0.01 -0.01 0.00 -0.179
C -5.255 -3.950 7.465 0.03 0.03 0.07 -0.538
C -4.829 -4.376 6.085 0.15 0.02 -0.04 -0.361
Cl -5.726 -5.814 5.520 -0.24 0.21 0.27 -0.211
H -5.210 -4.779 8.167 -0.05 -0.03 -0.02 0.336
H -4.596 -3.158 7.818 0.00 0.02 -0.04 0.331
H -3.773 -4.643 6.092 -0.01 -0.04 0.04 0.293
H -4.982 -3.581 5.359 -0.08 -0.01 0.00 0.329
Cl 0.840 2.551 7.982 -0.03 0.01 -0.04 -0.174
C 0.642 0.781 8.041 -0.04 -0.04 0.08 -0.536
C 1.761 0.065 7.331 0.04 -0.06 0.10 -0.443
Cl 1.703 0.340 5.568 0.14 -0.22 0.03 -0.155
H -0.323 0.539 7.604 0.01 0.03 -0.04 0.318
H 0.633 0.492 9.090 0.05 0.02 0.01 0.363
H 1.675 -1.008 7.491 -0.05 0.00 -0.05 0.312
H 2.735 0.392 7.686 0.00 0.07 -0.04 0.327
```
Forces are in eV/Å.

## Properties
spin multiplicity: 1
net charge: +1
calculated total energy: -11789.32630 hartree

(3)
C29H54BLuN12O4S3 | wB97M-V/def2-TZVPD

The geometry in XYZ format:
```
104
Properties=species:S:1:pos:R:3:forces:R:3:mulliken_charge:R:1
Lu 0.174 -0.676 0.281 -1.21 2.65 -1.62 1.068
C -5.022 0.587 -2.933 0.10 -0.50 0.42 -1.139
C -3.839 0.545 -3.852 0.53 1.74 -1.48 1.178
C -3.249 -0.853 -3.901 1.27 -1.20 -1.22 -1.437
C -4.238 1.018 -5.270 -0.42 -1.06 0.34 -2.048
N -2.782 1.583 -3.361 -0.04 -0.80 1.89 0.285
C -2.411 2.830 -3.831 -0.75 0.75 -1.85 -0.682
C -1.380 3.323 -3.096 -1.26 -1.16 0.41 -0.572
N -1.249 2.431 -2.039 1.61 0.14 1.03 0.863
B -0.155 2.567 -0.899 -1.30 -1.19 0.83 0.237
N -0.629 3.485 0.332 0.17 -0.31 0.10 0.789
C -0.985 4.838 0.296 -0.54 -0.43 -0.19 -0.368
C -1.491 5.157 1.511 0.54 -0.19 0.23 -0.869
N -1.358 4.048 2.373 1.63 -1.01 -1.10 0.658
C -0.809 3.010 1.617 -0.53 2.74 -1.89 -0.433
S -0.411 1.459 2.037 0.25 -1.97 1.89 -0.202
C -1.325 4.149 3.871 -0.38 0.20 1.39 1.252
C -1.129 5.627 4.260 0.31 0.52 1.66 -1.954
C -2.708 3.655 4.422 0.01 0.71 -1.73 -1.392
C -0.141 3.443 4.630 -0.26 -0.73 -0.67 -1.473
N 1.207 2.963 -1.417 0.81 2.29 -0.65 0.700
C 1.675 4.283 -1.804 0.21 -1.42 0.56 -0.493
C 2.980 4.128 -2.088 1.07 -0.01 -0.74 -0.757
N 3.358 2.778 -2.015 -2.00 0.46 0.31 0.294
C 2.241 2.122 -1.548 0.41 -0.77 -0.87 0.320
S 2.136 0.391 -1.454 -0.50 -0.42 0.49 -0.398
C 4.621 2.104 -2.456 1.98 1.36 0.57 0.992
C 5.136 1.391 -1.230 1.30 -2.32 1.19 -1.323
C 4.497 1.187 -3.650 0.35 -1.26 -0.62 -1.564
C 5.749 3.114 -2.894 -1.35 1.06 -0.09 -1.625
C -2.084 1.372 -2.189 0.42 2.02 -2.03 -0.106
S -2.242 0.053 -1.218 0.50 -1.73 2.01 -0.120
H -5.846 -0.015 -3.364 0.34 0.47 0.19 0.415
H -5.311 1.635 -2.761 -0.18 -0.57 0.27 0.346
H -4.615 0.041 -2.062 -1.02 0.76 0.21 0.152
H -3.574 -1.376 -4.844 -0.17 0.44 1.02 0.431
H -3.445 -1.507 -3.008 0.22 0.86 -1.08 0.271
H -2.150 -0.768 -4.090 -0.70 -0.24 0.55 0.307
H -4.747 0.154 -5.717 -0.35 0.49 0.08 0.490
H -3.416 1.183 -5.937 0.75 0.27 -0.14 0.510
H -4.887 1.893 -5.261 -0.02 -0.07 0.03 0.421
H -2.991 3.314 -4.642 0.86 -0.58 0.51 0.434
H -0.720 4.166 -3.196 -0.34 0.14 -0.12 0.586
H -0.031 1.415 -0.440 -0.15 1.37 -0.48 -1.262
H -0.892 5.442 -0.628 -0.29 -0.57 0.96 0.416
H -1.899 6.082 1.874 0.10 -0.03 -0.13 0.466
H -1.892 6.304 3.889 -0.07 0.01 -0.19 0.498
H -0.115 6.048 4.050 -0.76 -0.53 -0.23 0.371
H -1.214 5.704 5.393 -0.01 -0.23 -1.37 0.434
H -3.460 4.434 4.127 0.42 -0.81 0.28 0.346
H -2.687 3.599 5.493 0.02 -0.16 0.50 0.438
H -3.006 2.686 3.955 0.31 0.65 0.47 0.230
H 0.803 3.560 4.085 -0.11 0.29 0.22 0.392
H -0.261 2.352 4.730 -0.24 0.46 -0.07 0.202
H -0.065 3.866 5.651 -0.05 -0.11 -0.74 0.480
H 1.118 5.225 -1.864 0.04 -0.84 0.39 0.395
H 3.716 4.884 -2.339 -0.31 -0.19 -0.08 0.447
H 4.505 0.516 -0.942 0.41 0.86 -0.26 0.231
H 5.266 1.998 -0.312 -0.25 0.14 -0.76 0.365
H 6.145 0.912 -1.403 -0.88 0.73 -0.17 0.417
H 3.888 0.354 -3.388 -0.71 -0.66 0.05 0.363
H 5.503 0.705 -3.846 -1.04 0.85 0.12 0.474
H 4.088 1.595 -4.592 0.38 0.27 0.59 0.321
H 6.229 3.696 -2.072 -0.20 -0.85 -0.46 0.353
H 5.243 3.897 -3.518 0.75 -0.72 -0.01 0.410
H 6.450 2.506 -3.513 -0.30 0.96 0.71 0.411
C -4.106 -2.061 1.411 -0.72 1.22 -1.14 -0.520
O -3.450 -1.852 2.677 0.97 -0.20 -0.49 -0.415
C -2.138 -1.730 2.571 1.06 0.23 -2.25 0.566
O -1.508 -1.524 1.450 -1.84 -0.97 3.72 -0.166
N -1.531 -1.926 3.759 1.08 0.79 -1.68 -0.207
N -0.140 -1.684 3.838 -0.13 0.48 1.74 -0.526
H -3.884 -1.205 0.742 -0.06 -0.50 0.37 0.056
H -5.187 -2.077 1.567 0.35 -0.11 0.39 0.317
H -3.779 -2.972 0.927 0.17 -0.24 0.15 0.290
H -2.070 -2.098 4.573 -0.57 -0.02 0.68 0.235
H 0.238 -2.507 4.313 0.15 0.31 -0.05 0.340
H 0.047 -0.855 4.470 -0.40 -1.09 -1.01 0.225
N 1.580 -2.031 1.500 0.31 -0.81 0.62 -0.392
C 1.451 -3.500 1.026 1.23 0.76 0.77 0.574
C 2.896 -4.045 0.888 0.98 -0.79 0.32 -1.168
C 3.213 -5.525 0.432 0.63 0.26 -0.41 -1.248
C 2.560 -6.715 1.160 2.30 0.09 0.58 -0.669
N 1.225 -6.835 0.677 -0.72 -1.06 0.45 -0.061
C 0.300 -7.612 1.219 -0.66 -0.02 0.15 0.781
N -0.996 -7.241 1.095 1.10 0.34 -0.49 -0.360
N 0.619 -8.729 1.911 -1.51 1.09 -0.37 -0.387
C 0.508 -3.603 -0.153 -1.01 -1.43 -0.87 0.726
O -0.048 -4.686 -0.469 1.14 0.65 0.83 -1.015
O 0.251 -2.520 -0.723 -0.15 0.75 -0.85 -0.702
H 2.586 -1.770 1.472 -1.04 -0.14 0.30 0.304
H 1.123 -1.818 2.453 1.01 -0.83 -1.42 0.266
H 0.952 -4.078 1.772 -0.28 -0.29 0.97 0.160
H 3.398 -3.857 1.858 -0.42 -0.26 -0.22 0.469
H 3.489 -3.437 0.199 -0.36 0.21 -0.21 0.462
H 4.331 -5.731 0.488 -1.32 0.79 -0.06 0.427
H 2.953 -5.563 -0.653 0.20 -0.32 0.71 0.363
H 2.647 -6.623 2.262 -0.65 0.53 -0.28 0.420
H 3.264 -7.589 1.054 -1.09 0.32 -0.81 0.536
H 0.844 -6.069 0.120 -0.08 0.54 -0.16 0.195
H -1.219 -6.387 0.552 0.11 -0.88 0.62 0.244
H -1.684 -7.795 1.560 -0.52 0.02 -0.20 0.174
H 1.572 -9.024 1.850 0.12 -0.63 0.19 0.225
H -0.174 -9.339 2.161 1.29 0.19 -0.06 0.235
```
Forces are in eV/Å.

## Properties
spin multiplicity: 1
net charge: +2
ΔE to the lowest compared entry with this formula, charge and spin: 7.0 kcal per mole